Entry from the Open Molecules 2025 dataset: a molecular structure, C32H80AsF6O24SV2 (ωB97M-V with the def2-TZVPD basis set).

## Properties
HOMO energy = -6.682 eV

Geometry as ORCA input:
```
! wB97M-V def2-TZVPD RIJCOSX def2/J DEFGRID3
* xyz -1 1
O 2.03589 5.74878 2.99861
V 0.59411 5.08321 2.97629
O 0.70012 3.49573 2.60809
O -3.65084 3.00083 0.03891
V -2.51832 3.12048 -1.04515
O -2.54218 1.94015 -2.09871
S -0.68487 5.65240 -0.20043
O -0.91024 4.26494 -0.75164
O 0.01084 6.46588 -1.16786
O -2.03895 6.15455 0.03956
O 0.09758 5.56071 1.05664
As -0.66089 0.11617 0.80227
F 0.07644 -0.28927 -0.74087
F -1.19361 1.66607 0.09082
F -1.38839 0.48669 2.35222
F 0.00750 -1.38498 1.43282
F 0.75477 0.95016 1.39776
F -2.10506 -0.72941 0.27548
C -4.30482 -0.34525 3.51501
O -4.28186 -1.74645 3.40140
C -2.94938 -2.27234 3.40933
C -2.95739 -3.77654 3.32008
O -3.35644 -4.25653 2.05471
C -2.30021 -4.35464 1.11696
H -4.00581 0.05491 4.48481
H -5.29100 0.01658 3.20951
H -3.73667 0.13425 2.70782
H -2.36666 -1.89608 4.26200
H -2.34999 -1.82417 2.60788
H -3.61469 -4.17895 4.09253
H -1.94283 -4.07918 3.60497
H -2.58009 -5.20097 0.48430
H -1.30823 -4.45841 1.55840
H -2.21816 -3.53450 0.39281
C -2.98515 -6.08651 -4.82935
O -2.10154 -5.22658 -4.22059
C -2.65901 -4.37761 -3.19890
C -1.78058 -3.17940 -2.89185
O -1.51433 -2.44933 -4.04083
C -0.64410 -1.37567 -3.81242
H -3.66292 -6.58184 -4.11547
H -2.42144 -6.86434 -5.34724
H -3.70207 -5.71997 -5.58016
H -2.64924 -5.07680 -2.35621
H -3.67597 -4.09339 -3.48147
H -0.92558 -3.60117 -2.33729
H -2.23870 -2.60683 -2.07301
H -0.77887 -0.77491 -4.71485
H 0.42379 -1.61242 -3.76329
H -0.92353 -0.81321 -2.91764
C -2.18780 3.38305 3.07679
O -1.56369 4.62990 3.23639
C -2.33098 5.57413 3.96664
C -1.88337 6.94611 3.51596
O -0.46177 6.95871 3.55930
C 0.11683 8.27441 3.49112
H -3.19193 3.46562 2.66209
H -2.14012 2.71459 3.94520
H -1.62540 2.74635 2.39185
H -2.11928 5.47875 5.03542
H -3.39677 5.50871 3.74707
H -2.25388 7.69264 4.22571
H -2.28483 7.18077 2.52706
H -0.43227 8.96392 2.85100
H 1.11432 8.22507 3.06076
H 0.17025 8.62191 4.52254
C 0.73396 -3.10771 5.51011
O 1.08480 -1.72996 5.54900
C 1.01417 -1.12813 4.25549
C 1.49390 0.33901 4.43058
O 2.60364 0.42619 5.30929
C 3.75204 -0.26456 4.89142
H -0.31358 -3.24117 5.22231
H 0.90980 -3.48010 6.51648
H 1.36300 -3.59792 4.76065
H -0.02690 -1.10542 3.92357
H 1.56873 -1.67794 3.49133
H 0.73869 0.99555 4.85153
H 1.79217 0.66265 3.43101
H 3.98897 0.02535 3.85946
H 3.65175 -1.35502 4.85389
H 4.59823 -0.04397 5.53807
C -6.28726 -0.97833 -3.76995
O -5.16489 -0.36476 -3.20981
C -4.71435 -0.93682 -1.97036
C -5.59209 -0.56722 -0.79331
O -5.83831 0.82312 -0.65585
C -6.62099 1.04672 0.50916
H -6.48209 -0.63067 -4.78725
H -7.25016 -0.81620 -3.27057
H -6.13160 -2.05996 -3.87359
H -3.71572 -0.50067 -1.94036
H -4.59983 -2.02457 -2.01292
H -5.06058 -0.94180 0.09092
H -6.54114 -1.11516 -0.84401
H -6.41854 2.08546 0.76997
H -6.46237 0.31632 1.30236
H -7.68865 1.02312 0.25418
C 5.85112 3.92507 -3.29299
O 4.58428 4.22169 -2.74921
C 4.63818 4.64410 -1.41316
C 3.23918 5.15520 -1.02635
O 2.17365 4.25816 -1.14744
C 2.22945 3.04688 -0.42628
H 6.32342 4.78280 -3.78301
H 5.70177 3.25002 -4.14147
H 6.48855 3.41205 -2.57089
H 5.37206 5.44292 -1.24113
H 4.98784 3.85042 -0.73741
H 3.01274 5.92892 -1.76193
H 3.21223 5.57893 -0.01559
H 2.24237 3.11258 0.66374
H 3.07068 2.46085 -0.81320
H 1.29268 2.57292 -0.71423
C 1.49147 -3.49329 0.31435
O 2.34155 -4.58433 -0.07096
C 3.28386 -4.23035 -1.05349
C 2.67902 -4.06422 -2.43942
O 2.29257 -5.31471 -2.98551
C 1.41106 -5.19022 -4.08682
H 2.18676 -2.69063 0.56594
H 0.99994 -3.85459 1.21629
H 0.74209 -3.27080 -0.44502
H 4.05931 -5.00094 -1.04654
H 3.89091 -3.35359 -0.78855
H 3.45599 -3.61119 -3.07109
H 1.81379 -3.39595 -2.48839
H 0.44071 -4.78835 -3.79324
H 1.30474 -6.17939 -4.52801
H 1.91070 -4.54896 -4.82326
C 2.73820 -0.38587 -2.60751
O 4.15983 -0.32942 -2.40173
C 4.85007 -0.65756 -3.57146
C 6.30925 -1.00511 -3.25699
O 6.39380 -2.30132 -2.69544
C 7.67192 -2.78782 -2.59824
H 2.34866 -0.14610 -1.62376
H 2.38594 -1.31290 -3.06054
H 2.56080 0.39648 -3.35457
H 4.90359 0.17942 -4.28264
H 4.36561 -1.48648 -4.09891
H 6.65777 -0.24874 -2.54510
H 6.91055 -0.93321 -4.16849
H 7.75757 -3.79110 -2.18786
H 8.29507 -2.14356 -1.94779
H 8.27219 -2.70365 -3.51917
*
```

Here are the Mulliken charges for atoms 1 to 4, given in e:
1. O -0.686
2. V 1.087
3. O -0.176
4. O -0.678